Density functional theory data (wB97M-V/def2-TZVPD) for a cluster of 2 separate species, C4H13N2O in total at a distorted geometry.

Element x y z (Å)
C1 2.04092 0.16538 -1.96250
C2 -1.07498 -2.20753 1.68481
C3 0.84389 1.07767 -1.68590
C4 -0.08835 1.67512 0.46992
N1 -0.86867 1.44217 1.37229
N2 -1.28188 -1.00012 0.86916
O1 0.17291 0.71323 -0.44421
H1 1.74823 -0.82742 -2.14194
H2 2.46356 0.57192 -2.85393
H3 2.64542 0.32564 -1.13282
H4 0.03545 -2.52188 1.81194
H5 -1.51461 -2.30778 2.79263
H6 -1.50087 -3.07944 1.08609
H7 0.15067 0.90481 -2.48721
H8 0.90135 2.20680 -1.58503
H9 0.31466 2.67096 0.27400
H10 -0.93258 2.15624 2.07513
H11 -1.24345 0.09645 1.22278
H12 -0.56092 -1.02992 0.12878
H13 -2.25076 -1.03230 0.50601

HOMO-LUMO gap: 12.09 eV
Total energy: -9378.829 eV
E_HOMO: -14.810 eV
Max |F|: 4.62 eV/Å
Charge: +1
Spin multiplicity: 1
LUMO energy: -2.7 eV
ΔE to the lowest compared entry with this formula, charge and spin: 265.8 kJ/mol

Density functional theory data (wB97M-V/def2-TZVPD) for a structure of composition C4H13N2O2 at a distorted geometry.

Element x y z (Å)
C1 -0.17057 -1.03334 -0.07240
N1 0.84644 -0.34159 -0.87440
C2 2.19564 -0.91990 -0.60521
O1 2.71310 -0.63455 0.60329
C3 -1.43953 -0.17723 0.11873
C4 -1.50185 1.32722 0.16788
N2 -3.34097 -0.60184 0.11740
H1 0.28655 -1.29258 0.88973
H2 -0.39561 -1.92295 -0.66233
H3 0.90099 0.62741 -0.59372
H4 2.82990 -0.51572 -1.41986
H5 2.00737 -2.00512 -0.76790
H6 -2.23075 -0.65065 -0.66655
H7 -2.20707 1.71629 -0.57544
H8 -1.90232 1.64009 1.12845
H9 -0.57236 1.81687 -0.12051
H10 -3.43482 -1.62531 0.17924
H11 -1.91847 -0.57318 1.04014
H12 1.81743 2.25999 0.69235
H13 2.79941 0.95030 0.68330
O2 2.71751 1.95580 0.73781

HOMO-LUMO gap: 6.82 eV
Total energy: -11429.164 eV
E_HOMO: -3.583 eV
Max |F|: 2.88 eV/Å
Charge: -1
Spin multiplicity: 1
LUMO energy: 3.2 eV
ΔE to the lowest compared entry with this formula, charge and spin: 537.7 kJ/mol

Density functional theory data (wB97M-V/def2-TZVPD) for a cluster of 2 separate species, C4H13N2O2 in total at a distorted geometry.

Element x y z (Å)
N1 -0.42955 -1.66400 -1.77112
C1 0.45689 -0.53654 -1.91109
C2 1.26692 -0.07163 -0.69285
N2 0.65997 0.58635 0.49828
C3 -0.58113 1.35007 0.28743
C4 -1.92296 0.55323 0.56928
O1 -1.78021 -0.77309 0.69096
H1 -1.14221 -1.51228 -1.05764
H2 -0.05201 -2.58573 -1.80892
H3 1.19873 -0.62306 -2.69412
H4 -0.26019 0.23326 -2.18292
H5 2.01307 0.65347 -1.04463
H6 1.85584 -0.95816 -0.41737
H7 0.39526 -0.20469 1.01713
H8 -0.49711 1.83866 -0.69393
H9 -0.46417 2.20927 0.92548
H10 -2.27098 1.02794 1.52240
H11 -2.64642 0.84932 -0.21384
H12 2.06034 -0.26208 2.63371
H13 0.64865 0.01544 2.94657
O2 1.49127 -0.12575 3.39717

HOMO-LUMO gap: 7.03 eV
Total energy: -11433.215 eV
E_HOMO: -3.025 eV
Max |F|: 1.94 eV/Å
Charge: -1
Spin multiplicity: 1
LUMO energy: 4.0 eV
ΔE to the lowest compared entry with this formula, charge and spin: 146.8 kJ/mol

Look up the charge of the second one.
-1